# 1
The following is a quantum chemistry calculation of a 3-piece molecular cluster, C2H11N2O2 overall in a non-equilibrium geometry, from the Open Molecules 2025 dataset.

```
17
Properties=species:S:1:pos:R:3:forces:R:3:lowdin_charge:R:1
C -1.82895 -0.54256 0.01696 -0.2 -0.6 1.5 -0.030
N -0.65778 -0.74967 -0.82173 0.6 0.5 1.2 0.022
C -0.45511 -0.06333 -1.89735 -0.2 0.0 -0.8 -0.154
N 0.66833 -0.06095 -2.58738 -0.2 0.4 0.3 0.193
H -1.67908 0.20603 0.80716 0.1 0.6 -0.8 0.097
H -1.94687 -1.40442 0.68412 -0.2 -0.3 -0.8 0.105
H -2.72340 -0.39174 -0.57607 0.0 0.1 0.0 0.100
H 0.16730 -1.04205 -0.27752 -0.1 -0.1 -0.3 0.132
H -1.27669 0.52020 -2.29266 -0.2 -0.2 -0.1 0.166
H 1.51018 -0.33333 -2.10566 0.3 -0.2 -0.4 0.132
H 0.70157 0.43112 -3.47253 0.2 -0.1 0.4 0.140
H 1.16260 0.21249 1.87945 0.6 -0.3 -0.1 0.007
H 2.42600 -0.29748 0.98123 -0.5 0.2 0.6 0.064
O 1.46564 -0.17860 1.03063 -0.1 -0.2 -0.7 -0.074
H 0.59712 1.40781 4.00340 -0.2 -0.4 0.0 0.077
H 0.56551 1.99046 2.62614 -0.3 -0.2 0.0 0.070
O 0.29946 1.18855 3.10747 0.5 0.7 -0.1 -0.049
```
Forces are in eV/Å.

Values from the calculation:
orbital gap: 11.7 eV
DFT total energy: -9321.80962 eV
LUMO energy: -3.188 eV
HOMO energy: -14.87 eV
relative energy (zero: lowest compared OMol25 entry of this formula, charge and spin): 0.4968 eV
charge: +1

=====

# 2
The following is a quantum chemistry calculation of C41H37BCrO5S as an isolated structure in a non-equilibrium geometry, from the Open Molecules 2025 dataset.

```
86
Properties=species:S:1:pos:R:3:forces:R:3:lowdin_spin:R:1
C 8.73207 0.80524 0.74419 0.0 0.0 0.4 0.052
C 7.33150 0.78726 1.22301 -0.3 0.0 -1.3 0.282
C 6.88416 0.85051 2.52608 -2.4 0.1 1.5 0.121
C 5.44442 0.86332 2.64551 3.2 0.1 1.1 0.133
C 4.82757 0.82396 1.41456 0.3 0.5 -1.1 0.419
B 3.22471 0.82106 1.10699 -0.1 -0.2 -0.2 0.153
C 2.83782 2.42742 1.01949 -0.1 1.0 0.1 0.225
C 2.47030 3.12105 2.16171 0.0 0.5 0.5 0.033
C 2.03840 4.45612 2.05575 -0.1 -0.4 -0.3 0.013
C 1.97668 5.07221 0.79784 0.0 -0.3 0.0 0.012
C 2.39096 4.36981 -0.34091 -0.2 -0.3 0.3 0.016
C 2.82516 3.03938 -0.22167 0.3 0.3 -0.6 0.040
O 3.02381 0.12912 -0.13140 0.3 0.5 1.1 0.144
C 2.59496 -1.16005 0.27634 -1.0 -0.6 0.8 0.009
C 1.74595 -1.72557 -0.85639 -0.1 -0.1 0.2 0.003
C 3.80240 -2.05473 0.55677 0.0 -0.1 -0.2 0.013
C 1.80250 -0.82211 1.66217 -0.2 -1.6 -1.0 0.014
C 0.40943 -0.28223 1.36118 -0.2 0.6 -0.1 0.013
C 1.71496 -1.97573 2.65030 0.1 -0.1 0.0 0.005
O 2.58414 0.20996 2.23112 0.5 0.3 -1.1 0.239
S 5.97476 0.71695 0.12094 0.0 0.1 0.0 0.006
H 9.41056 0.84217 1.60267 -0.1 0.0 -0.2 0.000
H 8.94626 -0.09482 0.15435 0.0 0.2 0.0 0.016
H 8.90428 1.68796 0.11525 0.0 -0.2 0.0 0.017
H 7.57845 0.89606 3.36022 -0.2 0.0 0.0 0.002
H 4.93769 0.92099 3.60230 -0.1 0.0 -0.2 0.002
H 2.51171 2.63696 3.14076 0.0 0.2 -0.3 0.002
H 1.72733 4.99023 2.95554 0.1 -0.2 -0.3 0.002
H 1.57337 6.08367 0.70046 0.3 -0.3 0.1 0.001
H 2.36038 4.83066 -1.32999 0.0 -0.1 0.3 0.002
H 3.14973 2.48283 -1.10352 -0.1 0.2 0.2 0.002
H 1.32820 -2.69883 -0.57113 0.1 0.1 -0.1 0.000
H 0.93264 -1.03941 -1.11604 0.1 -0.1 0.1 0.000
H 2.38083 -1.85227 -1.74134 -0.1 0.0 0.2 0.000
H 3.47738 -3.07835 0.78683 0.1 0.3 0.0 0.002
H 4.44986 -2.09364 -0.32605 -0.1 0.0 0.1 0.000
H 4.39784 -1.67395 1.39650 -0.1 -0.2 -0.1 0.004
H -0.27327 -1.08848 1.07101 0.4 0.0 0.1 0.002
H -0.00129 0.21843 2.24668 0.1 -0.2 -0.1 0.000
H 0.44126 0.46434 0.55339 0.0 -0.2 0.2 0.000
H 1.08320 -2.77494 2.24210 0.2 0.1 0.1 0.000
H 2.70414 -2.38372 2.88286 -0.3 0.1 0.0 0.000
H 1.26465 -1.62152 3.58530 0.1 -0.1 -0.2 0.000
O -7.25849 -1.96134 -4.79597 4.4 -0.6 0.6 0.040
C -6.10705 -2.02133 -4.62922 -5.2 0.3 -0.3 0.019
Cr -4.23812 -1.66996 -4.33891 -1.1 0.5 -0.5 0.865
C -4.89639 -0.40645 -3.10928 -2.2 3.2 1.9 -0.014
O -5.43891 0.42245 -2.49386 2.0 -2.7 -1.7 -0.009
C -4.63878 -0.31434 -5.62996 -1.9 4.1 -2.4 0.016
O -5.10082 0.53897 -6.27536 2.0 -3.3 2.2 0.034
C -3.16712 -3.22903 -5.39991 0.8 -0.9 -0.4 0.036
C -3.78467 -3.75560 -4.25249 -0.3 -0.3 -0.6 0.001
C -3.55275 -3.16021 -2.99940 0.4 -0.8 1.8 0.010
C -2.56686 -2.16066 -2.84820 -0.2 0.1 -0.4 -0.002
C -2.20156 -1.61517 -1.56313 -1.4 2.0 1.2 0.001
C -2.29056 -0.85077 -0.60163 0.9 -2.2 -2.3 -0.001
C -2.56755 -0.11921 0.55764 -1.5 1.1 1.6 0.000
C -2.62916 1.33252 0.40702 0.7 -0.3 -0.2 0.000
C -2.08473 1.92701 -0.76758 -0.3 0.4 -0.5 0.000
C -2.25064 3.28575 -1.03966 0.2 -0.4 0.1 0.000
C -2.92789 4.11712 -0.13446 0.1 -0.3 -0.1 0.000
C -3.42728 3.56809 1.04841 0.2 -0.5 0.1 0.000
C -3.20805 2.22343 1.33539 -0.4 0.7 0.4 0.000
C -3.05511 -0.91673 1.68924 0.4 -0.3 -0.2 0.000
C -2.84147 -2.32581 1.68609 -0.3 -0.5 0.1 0.000
C -3.33279 -3.14559 2.70516 0.3 0.2 -0.4 0.000
C -4.01343 -2.59671 3.79997 0.2 0.1 -0.1 0.000
C -4.23292 -1.21976 3.83611 0.3 0.3 -0.4 0.000
C -3.76210 -0.41180 2.80252 -0.4 0.0 0.7 0.000
C -2.14889 -1.50775 -4.02673 1.6 0.6 0.8 0.006
C -2.34954 -2.09387 -5.28652 -0.2 -0.2 -0.7 -0.001
H -3.35661 -3.67818 -6.37738 0.1 0.2 0.3 0.002
H -4.47006 -4.60194 -4.33053 0.2 0.3 0.0 -0.001
H -4.10296 -3.49450 -2.11418 0.4 -0.2 -0.3 0.000
H -1.53511 1.30656 -1.48010 -0.2 0.2 0.2 0.000
H -1.84583 3.70295 -1.96308 -0.1 -0.1 0.3 0.000
H -3.01953 5.18746 -0.32362 -0.1 -0.3 -0.1 0.000
H -3.96938 4.18151 1.76925 0.3 -0.1 -0.2 0.000
H -3.49521 1.89568 2.32212 0.1 0.4 -0.5 0.000
H -2.29668 -2.78820 0.85834 -0.2 0.2 0.4 0.000
H -3.17718 -4.22371 2.65207 0.0 0.3 0.0 0.000
H -4.33355 -3.22445 4.63326 0.0 0.1 -0.4 0.000
H -4.76903 -0.75435 4.66356 0.2 -0.2 -0.2 0.000
H -3.98856 0.63491 2.89094 -0.2 -0.5 0.1 0.000
H -1.60276 -0.56587 -3.92551 0.1 -0.5 -0.1 0.000
H -1.88571 -1.63845 -6.16213 -0.3 -0.1 0.2 -0.001
```
Forces are in eV/Å.

Values from the calculation:
orbital gap (alpha / beta): 5.3 / 5.2 eV
spin multiplicity: 4
DFT total energy: -93258.92833 eV
LUMO energy (alpha / beta): -10.371 / -10.442 eV
HOMO energy (alpha / beta): -15.66 / -15.61 eV
relative energy (zero: lowest compared OMol25 entry of this formula, charge and spin): 2.3231 eV
charge: +3

=====

# 3
The following is a quantum chemistry calculation of C16H25BBeBrCl4KMgNO11P as an isolated structure in a non-equilibrium geometry, from the Open Molecules 2025 dataset.

```
63
Properties=species:S:1:pos:R:3:forces:R:3:lowdin_charge:R:1
C -2.44161 1.78488 0.97701 -0.1 0.5 -0.2 0.017
B -2.17340 3.32355 0.73910 -1.6 -0.2 0.4 -0.582
O -1.94633 4.10265 1.83246 0.5 0.3 -0.2 0.098
C -2.20809 4.03143 -0.65811 2.6 -1.6 1.0 -0.060
C -2.11946 3.11670 -1.83768 -0.5 1.0 -0.5 -0.164
C -0.71718 2.84963 -2.44451 -0.3 -1.1 -0.1 -0.205
C 0.08099 1.65789 -1.85127 0.4 1.1 -0.6 -0.181
C 1.18045 2.01120 -0.85630 0.0 -1.2 0.3 -0.208
O 2.43931 2.42785 -1.47971 -0.7 0.7 -0.4 -0.237
C -1.07187 5.05203 -0.63639 -2.4 0.3 -1.5 -0.173
C -1.42108 6.23686 0.17980 2.8 1.1 1.5 -0.692
O -0.61372 6.94430 0.69554 -1.3 -0.5 -0.6 0.087
Br -3.33968 6.64929 0.47883 -0.3 -0.7 -0.8 0.573
H -2.08388 1.45760 1.94348 0.3 -0.3 0.2 0.027
H -3.52511 1.66786 1.02720 -0.3 0.0 -0.1 0.091
H -2.11010 1.12168 0.19688 0.2 -0.3 -0.1 0.022
H -1.59419 3.57741 2.55866 -0.2 0.2 0.4 0.006
H -2.61147 2.16637 -1.68548 -0.2 -0.2 0.3 0.106
H -2.70367 3.59279 -2.63364 0.0 0.1 -0.3 0.132
H -0.08297 3.72060 -2.53288 0.0 0.3 0.1 0.016
H -0.90165 2.54902 -3.47055 -0.1 0.1 -0.3 0.109
H 0.60625 1.22181 -2.69591 0.1 -0.3 -0.1 0.095
H -0.56243 0.86121 -1.49135 -0.2 0.1 0.4 0.097
H 1.44907 1.08485 -0.36520 0.1 -0.2 0.3 0.115
H 0.87200 2.69341 -0.07453 0.0 0.4 0.0 0.111
H 2.63010 3.35989 -1.24464 0.2 -0.2 0.6 0.020
H -0.10723 4.63563 -0.37553 0.3 0.1 0.4 0.122
H -0.96915 5.41054 -1.66215 0.2 0.4 -0.1 0.143
C 0.54119 2.85337 5.34000 0.2 0.3 0.3 -2.018
Cl 0.48750 1.83769 6.77080 0.0 -0.2 -0.2 0.597
Cl -0.60423 2.21965 4.13138 0.0 -0.3 0.0 0.571
Cl 0.08222 4.49549 5.76377 0.0 0.0 0.0 0.580
Cl 2.16980 2.84629 4.65494 0.0 0.0 -0.1 0.533
Mg -4.48281 8.18929 2.59187 0.0 0.2 0.3 0.444
C -2.60156 -2.53136 -0.04369 0.1 0.4 0.6 -0.148
O -1.80088 -1.35249 -0.00525 0.1 -0.1 -0.5 -0.114
H -3.59050 -2.27742 -0.41173 0.0 0.1 -0.1 0.104
H -2.15130 -3.25210 -0.71418 -1.2 0.0 0.4 -0.045
H -2.68685 -2.95793 0.95611 -0.1 -0.2 -0.1 0.097
H -0.93300 -1.59597 0.33065 0.0 0.2 0.3 0.077
O 0.14218 4.07173 9.30883 0.0 0.0 -0.2 -0.347
H 0.26912 3.54432 8.50903 0.0 0.1 0.2 -0.213
C 3.16834 -6.08297 -0.93898 0.1 0.0 0.1 -0.019
C 3.01899 -5.44964 0.28666 -0.1 -0.1 -0.2 -0.025
C 1.75462 -5.22875 0.81227 0.0 0.2 0.3 0.001
C 0.64402 -5.65073 0.09923 0.4 -0.5 0.0 -0.258
C 0.78362 -6.28899 -1.13830 0.0 -0.4 0.1 -0.092
C 2.04959 -6.50102 -1.65160 -0.1 -0.1 0.0 -0.035
N -0.70140 -5.42918 0.65555 0.4 -0.7 0.2 -0.402
O -0.78786 -4.85420 1.71500 -0.2 0.2 0.2 0.107
O -1.66017 -5.83458 0.00474 0.0 0.3 -0.1 0.032
H 4.15516 -6.25255 -1.34717 0.0 0.1 -0.1 0.119
H 3.89075 -5.12536 0.83604 0.0 0.0 0.0 0.121
H 1.64581 -4.73274 1.76584 -0.1 -0.1 0.0 0.125
H -0.08079 -6.61826 -1.70595 0.0 -0.1 0.2 0.118
H 2.17447 -6.98807 -2.60914 0.1 0.1 0.0 0.115
K -0.49773 -3.93933 -1.62222 1.0 0.5 -1.8 1.009
O 4.49187 -4.48066 -5.72963 -0.2 -0.2 -0.1 -0.141
P 3.87015 -4.75999 -4.36995 0.0 0.1 0.0 -0.137
O 4.03862 -6.24190 -4.05884 0.3 0.0 0.1 -0.186
O 2.40508 -4.35693 -4.40698 -0.4 0.4 0.2 -0.233
O 4.54885 -3.97308 -3.25381 -0.2 -0.2 0.3 -0.184
Be 2.29325 3.38943 -3.15842 0.3 -0.1 -0.4 0.359
```
Forces are in eV/Å.

Values from the calculation:
orbital gap: 1.5 eV
DFT total energy: -193261.60359 eV
LUMO energy: -4.880 eV
HOMO energy: -6.35 eV